1.
Molecular formula: C31H55As3ClN2O11SSeTi
Method: DFT, ωB97M-V with the def2-TZVPD basis set

Structure (XYZ):
```
106
Properties=species:S:1:pos:R:3:forces:R:3
Ti -1.092214 -0.178922 -0.046613 -0.207 -0.298 -0.354
Cl -1.014433 2.091032 -7.113529 -0.030 0.032 -0.062
C -0.859544 1.353926 -5.540388 0.036 0.063 0.094
C -1.188548 0.008997 -5.375129 -0.023 -0.002 -0.021
C -1.061398 -0.591284 -4.144677 0.057 0.099 0.058
C -0.589469 0.129697 -3.023978 -0.137 0.096 -0.309
O -0.477535 -0.474538 -1.883600 0.273 0.075 0.415
C -0.254317 1.492854 -3.219507 -0.058 -0.183 -0.136
C 0.331273 2.288330 -2.154007 0.172 -0.164 0.325
O 0.732051 1.835387 -1.098307 0.076 0.344 -0.053
C -0.403849 2.091198 -4.474088 -0.090 -0.147 -0.026
H -1.552205 -0.555747 -6.223469 0.001 -0.007 -0.013
H -1.325146 -1.629682 -3.999572 -0.006 -0.035 0.019
H 0.433630 3.369948 -2.368998 0.054 -0.010 -0.022
H -0.148295 3.135732 -4.599945 0.020 0.035 -0.003
C 6.049647 1.373754 -1.178921 -0.054 0.032 -0.010
As 4.082690 1.210796 -1.015812 0.071 -0.036 -0.019
C 3.867660 3.018137 -0.273972 0.073 -0.050 -0.085
C 3.952984 0.338825 0.756940 0.064 -0.007 -0.053
C 4.152226 -1.185224 0.883723 0.132 0.023 0.047
C 5.635751 -1.480793 0.639198 -0.012 -0.034 -0.037
C 3.315193 -1.976703 -0.124261 -0.153 -0.058 -0.074
As 1.316317 -2.000600 -0.013187 0.274 -0.109 -0.060
C 1.148038 -3.229781 -1.526901 0.020 0.008 0.060
C 1.127013 -3.326479 1.413315 0.026 -0.076 -0.070
C 3.761310 -1.532082 2.331250 -0.073 -0.032 0.089
As 4.000130 -3.287914 3.242193 0.109 0.057 0.002
C 5.887828 -3.070942 3.773838 -0.028 -0.030 -0.028
C 4.368039 -4.678129 1.888992 0.066 -0.040 0.076
H 6.512365 1.567642 -0.210184 0.009 -0.005 0.023
H 6.256018 2.214223 -1.843988 -0.010 0.002 0.016
H 6.493565 0.482769 -1.618157 -0.005 -0.005 -0.015
H 4.535479 3.160241 0.577859 -0.015 0.001 -0.001
H 2.837885 3.157460 0.036967 -0.166 0.011 0.048
H 4.107432 3.755210 -1.041293 -0.016 -0.012 0.003
H 2.962966 0.605747 1.125864 -0.126 0.027 -0.033
H 4.692034 0.843802 1.391336 -0.062 -0.028 0.048
H 5.941457 -1.133455 -0.347523 -0.028 -0.030 -0.007
H 5.852541 -2.544980 0.688249 -0.001 -0.084 0.043
H 6.256088 -0.971348 1.380355 0.029 0.032 0.013
H 3.579237 -3.039639 -0.076354 0.077 0.128 -0.008
H 3.557102 -1.637067 -1.137181 -0.064 -0.011 0.024
H 1.713656 -4.143938 -1.329846 -0.013 0.030 -0.052
H 1.523917 -2.749466 -2.430690 0.003 0.011 0.016
H 0.094162 -3.462669 -1.660040 -0.022 0.006 0.034
H 2.002141 -3.977699 1.436807 -0.328 0.164 -0.022
H 0.233470 -3.916450 1.217894 0.016 0.033 0.009
H 0.989340 -2.842589 2.379740 0.005 0.012 -0.043
H 2.704278 -1.285080 2.466017 0.015 -0.002 0.010
H 4.310779 -0.863452 3.005924 -0.014 -0.008 -0.001
H 5.978848 -2.216674 4.444267 -0.014 0.007 0.010
H 6.537654 -2.919669 2.913938 0.027 0.004 -0.010
H 6.208963 -3.963987 4.311030 -0.009 0.005 0.001
H 3.463113 -4.994882 1.376843 0.135 -0.055 0.035
H 4.749167 -5.529689 2.456197 0.012 0.003 -0.011
H 5.113969 -4.390000 1.154191 0.055 0.029 -0.035
O -1.901860 -3.526997 2.139751 0.148 -0.290 0.188
Se -2.396100 -2.310135 1.227333 0.310 0.000 0.109
O -1.668524 -0.856141 1.733911 -0.241 0.011 -0.168
O -1.631927 -2.231984 -0.264847 -0.064 0.131 0.044
O -3.980593 -2.154720 1.143881 -0.496 -0.010 -0.017
C 0.849657 -1.218259 5.577611 -0.241 -0.038 0.009
S -0.313558 -0.877924 4.236609 0.314 -0.263 -0.088
C -1.708459 -1.794961 4.892609 0.072 0.073 0.066
O -0.653432 0.565108 4.382737 -0.104 0.311 0.111
H 0.399827 -0.953163 6.532866 -0.006 0.023 0.068
H 1.721037 -0.596353 5.391952 0.056 0.053 -0.046
H 1.143120 -2.265946 5.553896 -0.002 -0.089 -0.013
H -1.466511 -2.855057 4.916609 0.026 -0.051 -0.008
H -2.537990 -1.641698 4.206969 0.010 0.044 0.001
H -1.944094 -1.401177 5.880593 -0.034 -0.014 0.045
C -0.281306 5.852976 0.587910 0.014 -0.001 -0.020
C -1.390572 5.374221 1.515713 -0.021 -0.031 0.041
C -1.220052 3.924310 1.968992 -0.013 0.014 -0.043
C -2.272937 3.514962 3.040953 0.012 -0.030 0.025
C -3.717001 3.641604 2.582497 -0.041 0.020 -0.007
C 0.104334 3.750337 2.686568 0.008 0.069 -0.034
O 0.582390 4.591191 3.417247 0.015 0.015 0.008
N 0.714514 2.541691 2.492035 0.011 -0.059 0.035
C 0.179886 1.502043 1.755062 0.203 0.110 -0.165
O 0.746306 0.413921 1.722710 0.163 -0.137 -0.015
N -0.886061 1.698841 0.955056 0.026 -0.189 0.135
C -1.381664 2.957429 0.790507 -0.137 0.180 -0.104
O -1.987998 3.294266 -0.211671 -0.016 -0.021 0.078
H -0.434205 6.896491 0.312293 -0.012 0.038 -0.014
H -0.268634 5.265447 -0.329742 0.008 -0.031 -0.031
H 0.695569 5.778345 1.065571 0.030 0.005 0.021
H -2.346372 5.448352 0.998230 -0.006 0.019 0.033
H -1.431890 6.001956 2.408405 0.007 -0.008 -0.006
H -2.091939 4.153108 3.910035 -0.026 -0.017 0.002
H -2.071822 2.484689 3.349926 0.020 0.029 0.012
H -3.995275 4.677877 2.389175 -0.003 0.017 -0.009
H -4.380916 3.254855 3.354919 -0.028 -0.004 0.033
H -3.902114 3.070965 1.673018 0.002 -0.029 -0.031
H 1.519154 2.322204 3.060759 -0.054 -0.028 0.031
C -5.016608 0.059837 -0.839052 0.008 0.072 -0.014
C -3.831802 1.002486 -0.958036 -0.211 0.224 -0.126
C -3.683420 1.576993 -2.358522 -0.069 -0.011 0.052
O -2.636687 0.332707 -0.611776 0.190 0.211 -0.001
H -5.935440 0.649470 -0.888261 -0.008 -0.036 -0.039
H -4.985120 -0.494688 0.094225 -0.002 0.038 0.048
H -5.019786 -0.664059 -1.655042 0.031 -0.024 -0.036
H -3.942032 1.831856 -0.250981 0.012 -0.114 -0.027
H -3.494398 0.776525 -3.076642 -0.013 -0.017 0.000
H -2.863571 2.289777 -2.394107 0.020 0.026 0.030
H -4.605971 2.088582 -2.641275 -0.011 -0.002 -0.004
```
Forces are in eV/Å.

Output
DFT total energy = -12968.18141 a.u.
ΔE to the lowest compared entry with this formula, charge and spin = 71.95 kJ/mol
E_LUMO = 2.2 eV
charge = -1
orbital gap = 8.0 eV

---

2.
Molecular formula: C31H55BrF4NO11PS6
Method: DFT, ωB97M-V with the def2-TZVPD basis set

Structure (XYZ):
```
110
Properties=species:S:1:pos:R:3:forces:R:3
C -0.697222 -3.639992 3.070098 -0.583 0.029 -0.021
C -1.828535 -2.816073 3.660762 0.355 0.273 -0.334
Br -2.927243 -3.935155 4.847125 -0.093 -0.014 0.020
C -1.338133 -1.524576 4.367956 -0.150 -0.542 -0.169
C -1.827721 -0.319109 3.614182 -0.093 0.381 0.208
C -3.206703 -0.133289 3.524941 0.281 0.047 -0.015
C -3.752367 0.925897 2.820754 0.078 -0.208 -0.073
O -5.120373 1.007304 2.786652 -0.028 -0.005 0.005
C -2.943056 1.868602 2.178317 0.065 0.107 0.124
C -3.575201 3.023621 1.436336 -0.030 0.031 0.157
C -3.645483 2.755395 -0.037200 0.073 -0.001 0.047
O -3.616619 1.695833 -0.566454 -0.041 0.166 -0.261
F -3.778226 3.887061 -0.768831 -0.050 -0.194 0.139
C -1.562896 1.674037 2.235945 -0.240 -0.216 0.096
C -1.010388 0.608612 2.960658 -0.046 -0.066 0.023
C 0.472868 0.538695 2.983353 -0.120 0.096 -0.175
O 1.139552 0.172485 3.921254 0.080 -0.101 0.120
C 1.152037 0.990110 1.726020 0.141 0.494 -0.162
P 2.649658 0.032144 1.379048 -0.066 -1.272 0.084
N 2.352184 -1.510127 1.446121 0.136 0.279 -0.124
C 0.629213 1.976809 0.982604 -0.046 -0.368 -0.138
C 1.239826 2.443901 -0.325351 0.183 0.202 0.264
C 0.755572 3.764668 -0.911759 0.153 -0.026 0.274
O -0.590058 3.749254 -1.378050 0.052 -0.056 -0.116
C -0.844627 2.946247 -2.492898 -0.236 0.020 0.113
C -0.418746 3.569685 -3.828777 -0.214 -0.254 -0.073
F 0.213700 2.650847 -4.585230 0.100 0.142 -0.099
F -1.488693 3.977207 -4.549082 0.044 0.058 0.043
F 0.385922 4.630318 -3.704318 0.073 -0.017 -0.027
C -0.629397 2.594267 1.521775 0.002 -0.077 0.041
O -0.850416 3.778446 1.409624 0.074 0.160 0.009
H -0.112822 -3.000057 2.406472 0.212 -0.024 0.127
H -1.117874 -4.433409 2.454925 0.134 -0.119 0.061
H -0.073065 -4.077279 3.845917 0.160 0.080 -0.050
H -2.500808 -2.557831 2.844570 -0.179 -0.040 0.141
H -0.255379 -1.572308 4.421649 0.014 0.152 0.044
H -1.701275 -1.500176 5.396852 0.071 0.116 -0.187
H -3.854233 -0.858203 4.003484 -0.148 0.085 -0.078
H -5.408496 1.261544 1.904505 -0.008 -0.008 -0.010
H -3.060853 3.963168 1.609189 0.076 -0.039 -0.045
H -4.598423 3.172803 1.793567 -0.025 0.028 -0.079
H 3.566070 0.440947 2.359318 -0.019 0.387 -0.107
H 3.142699 0.496075 0.152414 0.106 0.362 0.124
H 2.521690 -1.971995 0.561582 -0.148 -0.081 0.028
H 1.152139 1.635433 -1.056511 -0.028 -0.013 0.003
H 2.313549 2.567834 -0.164870 0.002 0.005 -0.088
H 0.786150 4.526650 -0.137904 -0.122 0.054 -0.065
H 1.456078 4.074930 -1.690324 -0.127 -0.116 -0.173
H -1.925101 2.811673 -2.545178 0.007 0.027 0.012
H -0.409140 1.946137 -2.429173 0.190 0.075 -0.010
C -5.862608 -3.331106 -1.711507 -0.076 -0.044 -0.003
S -4.759561 -1.915348 -1.599496 0.085 0.024 -0.008
O -3.988530 -2.069465 -0.341421 -0.030 -0.008 0.064
C -6.045362 -0.702383 -1.275719 -0.099 0.064 0.019
H -5.247503 -4.214175 -1.869908 0.029 0.015 0.004
H -6.420646 -3.430552 -0.780506 0.033 0.020 0.018
H -6.539635 -3.197931 -2.555563 0.013 -0.003 -0.010
H -6.590544 -0.986619 -0.374791 0.032 -0.034 0.004
H -6.717860 -0.646869 -2.132070 0.007 0.005 -0.005
H -5.551154 0.256188 -1.131867 0.043 -0.022 -0.022
C 5.404132 1.025685 -4.896292 0.095 -0.048 -0.016
S 3.830629 1.706897 -4.353942 0.002 0.077 0.030
O 2.919497 0.559095 -4.115101 -0.005 -0.024 0.012
C 3.379573 2.418389 -5.940495 -0.016 0.026 -0.089
H 5.831311 0.488695 -4.051389 -0.025 -0.011 0.008
H 5.243375 0.336987 -5.725749 -0.076 -0.002 0.016
H 6.071574 1.833376 -5.198011 -0.023 0.031 0.030
H 3.352020 1.632535 -6.695279 -0.005 -0.026 0.030
H 4.103657 3.187535 -6.210022 -0.001 0.005 0.015
H 2.393015 2.862729 -5.831977 -0.001 -0.010 0.028
C -2.972469 -2.943868 9.126792 -0.050 -0.058 0.075
S -1.802595 -1.665802 8.655734 -0.030 -0.011 -0.053
O -1.254146 -2.066606 7.333615 0.075 0.037 0.258
C -0.554396 -2.079918 9.878723 0.037 -0.041 0.083
H -3.814114 -2.885974 8.439882 0.021 0.022 -0.030
H -2.494847 -3.919705 9.042239 0.028 0.018 -0.033
H -3.313503 -2.764628 10.146722 -0.011 0.007 -0.005
H -0.247499 -3.116975 9.744438 -0.015 0.002 -0.039
H -0.960515 -1.922735 10.878066 0.002 0.012 0.000
H 0.294386 -1.418697 9.718617 -0.013 0.015 -0.029
C 3.712239 -4.967835 0.477614 0.109 0.009 0.005
S 2.219527 -5.957862 0.639921 0.025 0.005 -0.025
O 1.255541 -5.149639 1.421742 -0.034 -0.069 -0.019
C 2.921239 -7.164705 1.774128 0.080 -0.052 0.034
H 3.476188 -4.123843 -0.166866 -0.030 -0.009 -0.005
H 4.016535 -4.605436 1.459455 -0.062 0.019 0.008
H 4.497676 -5.570992 0.020542 -0.009 -0.003 -0.011
H 3.285804 -6.653033 2.664784 -0.029 0.034 -0.011
H 3.729550 -7.703765 1.279367 -0.010 -0.008 -0.006
H 2.128880 -7.859178 2.044804 -0.025 0.017 -0.016
C 8.406218 0.715987 -1.669009 0.064 0.040 0.005
S 6.996029 -0.387389 -1.511224 0.069 -0.044 -0.149
O 6.044671 0.258897 -0.574647 -0.077 0.052 0.129
C 7.869406 -1.668785 -0.605363 0.006 -0.046 0.088
H 8.065550 1.617997 -2.173443 -0.031 -0.008 0.000
H 8.783702 0.966613 -0.677880 -0.036 -0.004 0.013
H 9.179702 0.231376 -2.264785 -0.008 -0.001 -0.012
H 8.288000 -1.247348 0.308400 -0.028 0.024 -0.002
H 8.656417 -2.080755 -1.236624 -0.011 -0.004 -0.016
H 7.150557 -2.447219 -0.358341 -0.026 0.016 -0.013
C -2.044973 4.746029 -8.014738 0.048 0.119 0.051
S -3.178706 3.451062 -8.527137 0.026 -0.085 0.053
O -3.108497 3.369243 -10.008335 -0.011 0.057 -0.027
C -4.680373 4.350880 -8.120386 -0.055 0.067 0.026
H -1.033884 4.404198 -8.225358 -0.015 -0.047 -0.014
H -2.251412 5.656257 -8.577980 -0.029 -0.033 -0.037
H -2.154271 4.921175 -6.944644 0.011 -0.029 0.006
H -4.704755 5.287097 -8.677946 0.023 -0.016 -0.024
H -4.708607 4.539913 -7.047223 0.002 -0.016 0.003
H -5.524794 3.727490 -8.406035 0.017 -0.023 -0.013
```
Forces are in eV/Å.

Output
DFT total energy = -7800.36167 a.u.
E_LUMO = -0.6 eV
charge = 0
orbital gap = 7.6 eV